1.
Computed, not measured: the molecule C19H29N5O, with the ωB97M-V functional and the def2-TZVPD basis.

Geometry as XYZ:
```
54
Properties=species:S:1:pos:R:3:nbo_charge:R:1
C -1.88377 -1.73352 -2.51679 -0.252
H -1.47308 -2.70177 -2.82042 0.179
O -1.18455 -1.19508 -1.42157 -0.532
C -1.22260 -1.86223 -0.22133 0.378
C -1.83747 -3.09528 -0.04285 -0.315
C -1.82256 -3.70843 1.19838 -0.188
C -1.19528 -3.10374 2.27135 -0.225
C -0.58125 -1.87594 2.09792 -0.178
C -0.58877 -1.24459 0.86465 -0.108
C 0.07669 0.10825 0.70756 -0.141
N -0.56898 1.12164 1.52585 -0.453
C -1.99264 1.05176 1.73308 -0.211
C -2.92098 1.09422 0.50116 -0.422
H -3.03689 0.08536 0.10138 0.201
C -2.46783 2.01067 -0.63753 -0.402
H -3.33703 2.21145 -1.26976 0.208
C -1.85813 3.33816 -0.18410 -0.405
C -0.36285 3.22891 0.10935 -0.414
H 0.05899 4.23132 0.21591 0.210
C -0.03163 2.45347 1.39519 -0.204
H -0.39748 3.02732 2.25195 0.197
H 1.05626 2.38962 1.49323 0.201
H 0.12967 2.76208 -0.74690 0.186
H -1.99209 4.07392 -0.98183 0.208
H -2.38540 3.71032 0.69607 0.195
H -1.74115 1.48344 -1.25950 0.194
H -3.90425 1.41478 0.85411 0.204
H -2.23713 1.88964 2.38995 0.199
H -2.21610 0.13428 2.28713 0.208
C 1.48840 -0.03393 1.18593 0.410
N 1.81423 -0.03538 2.46097 -0.324
N 3.12330 -0.21078 2.52302 -0.064
N 3.62351 -0.31968 1.36752 -0.080
N 2.63352 -0.21495 0.47135 -0.225
C 2.92538 -0.32322 -0.95293 0.126
C 4.43246 -0.54374 -1.09817 -0.605
H 4.98298 0.29103 -0.67369 0.228
H 4.68619 -0.63800 -2.15075 0.209
H 4.73696 -1.44727 -0.57782 0.230
C 2.17208 -1.52213 -1.53248 -0.618
H 1.09954 -1.35965 -1.51549 0.223
H 2.48045 -1.68051 -2.56282 0.216
H 2.39779 -2.42058 -0.96125 0.221
C 2.53270 0.97563 -1.66214 -0.612
H 2.91220 0.96111 -2.68046 0.220
H 1.45376 1.09502 -1.70688 0.208
H 2.95954 1.83353 -1.14636 0.222
H 0.07100 0.37052 -0.36061 0.215
H -0.08286 -1.38200 2.91835 0.252
H -1.18304 -3.58324 3.23766 0.216
H -2.30602 -4.66662 1.31768 0.215
H -2.33201 -3.58722 -0.86542 0.218
H -1.75306 -1.01828 -3.32796 0.202
H -2.95072 -1.83969 -2.29888 0.182
```

HOMO-LUMO gap	8.7	eV
total charge	0
molecular weight	343.47	g/mol

=====

2.
Computed, not measured: C17H40NO2P2Zn as an isolated structure, with the ωB97M-V functional and the def2-TZVPD basis.

Geometry as XYZ:
```
63
Properties=species:S:1:pos:R:3:nbo_charge:R:1
Zn -0.29653 0.02297 0.00809 1.384
P 0.13760 -2.07203 -1.06210 0.780
P 0.24418 2.23553 0.77288 0.775
N 0.39762 0.84878 -2.03421 -0.722
C 1.01984 -1.51421 -2.58375 -0.750
H 1.90740 -2.14659 -2.73008 0.257
H 0.34859 -1.68484 -3.44129 0.252
C 1.45430 -0.04104 -2.59244 -0.218
H 2.35903 0.11635 -1.98977 0.194
H 1.69099 0.27890 -3.62413 0.206
C 0.76482 2.31765 -2.03983 -0.222
H -0.12288 2.89010 -2.35533 0.218
H 1.55198 2.48374 -2.79649 0.210
C 1.26800 2.78389 -0.67051 -0.741
H 1.31894 3.88284 -0.65506 0.248
H 2.28547 2.40744 -0.49342 0.230
C 1.05730 2.89444 2.30505 -0.519
C 1.92376 1.80327 2.95064 -0.602
H 2.82397 1.58919 2.36295 0.217
H 1.36800 0.86304 3.08475 0.184
H 2.23793 2.13254 3.94946 0.232
C -1.30277 3.21898 0.49285 -0.522
C -2.42146 2.78803 1.46100 -0.609
H -3.37761 2.79629 0.92055 0.232
H -2.50596 3.49117 2.30002 0.212
H -2.29223 1.76925 1.85987 0.210
C -1.51608 -2.72152 -1.61277 -0.519
C -2.26352 -3.49157 -0.51029 -0.611
H -3.32436 -3.55164 -0.80084 0.231
H -2.22824 -2.99726 0.47388 0.223
H -1.89955 -4.52193 -0.40747 0.206
C 1.08655 -3.44896 -0.29218 -0.520
C 0.56504 -3.79963 1.10733 -0.619
H 1.33669 -4.38775 1.62124 0.227
H -0.33573 -4.42206 1.05052 0.223
H 0.33776 -2.92284 1.72632 0.219
C 1.60104 -0.38369 0.53301 0.406
O 2.73244 -0.59074 0.69694 -0.509
C -1.04072 4.73585 0.48491 -0.630
H -0.01356 5.02344 0.75683 0.202
H -1.23694 5.14462 -0.51678 0.225
H -1.72775 5.24323 1.17571 0.228
C -1.49949 -3.49969 -2.94432 -0.631
H -2.17710 -4.36556 -2.88617 0.231
H -1.87372 -2.86329 -3.76167 0.221
H -0.50990 -3.87229 -3.24288 0.210
C 1.16509 -4.68773 -1.18219 -0.613
H 1.79762 -5.43606 -0.68793 0.228
H 0.17681 -5.14087 -1.33282 0.214
H 1.61418 -4.47336 -2.15759 0.211
C 0.13309 3.50410 3.36382 -0.610
H -0.62456 2.78462 3.70439 0.210
H 0.74463 3.76708 4.23776 0.227
H -0.36611 4.42513 3.03780 0.225
H 1.71421 3.68968 1.91439 0.225
H 2.09957 -3.02782 -0.18652 0.224
H -1.60284 2.90506 -0.52161 0.242
H -2.06346 -1.77696 -1.76616 0.254
H -0.47507 0.72880 -2.56183 0.400
H -1.83601 0.25519 -0.47719 -0.614
O -0.73885 -0.75979 2.47900 -0.956
H -0.03542 -0.72570 3.14665 0.485
H -1.55605 -0.49376 2.93905 0.501
```

HOMO-LUMO gap	7.2	eV
energy relative to the best compared isomer or geometry (same formula, charge and spin)	0.0	kcal per mole
total charge	+1
molecular weight	417.85	g/mol

=====

3.
Computed, not measured: an isolated ion of composition C7H12N3 and charge +1, with the ωB97M-V functional and the def2-TZVPD basis.

Geometry as XYZ:
```
22
Properties=species:S:1:pos:R:3:nbo_charge:R:1
C 1.39642 1.00988 1.16536 -0.254
C 0.22603 0.56096 0.43298 -0.426
C 2.19233 -0.02306 1.45557 0.026
C -0.15320 1.55040 -0.63215 0.608
C 0.64025 -1.02421 0.23507 0.376
C -1.70308 -2.15465 0.21134 -0.600
C -0.22890 -2.09640 -0.25151 -0.486
N 1.60474 -1.20350 1.02638 -0.385
N -1.42503 1.69833 -0.97796 -0.691
N 0.80713 2.09563 -1.35600 -0.750
H 1.58342 2.03365 1.29432 0.217
H -0.62325 0.48731 1.14902 0.269
H 3.06959 0.09575 1.93500 0.222
H -2.19006 -1.22663 0.12039 0.181
H -1.83163 -2.27439 1.28984 0.233
H -2.19895 -2.98003 -0.50283 0.250
H 0.02223 -2.02863 -1.34032 0.232
H 0.20355 -3.03591 -0.02499 0.258
H -2.11819 1.35148 -0.35377 0.428
H -1.68768 2.47988 -1.55344 0.426
H 1.68743 2.40728 -0.99321 0.440
H 0.72687 2.27685 -2.32911 0.427
```

HOMO-LUMO gap	8.9	eV
energy relative to the best compared isomer or geometry (same formula, charge and spin)	64.4	kcal per mole
total charge	+1
molecular weight	138.19	g/mol

=====

4.
Computed, not measured: the molecule C4H4Cl2F2, with the ωB97M-V functional and the def2-TZVPD basis.

Geometry as XYZ:
```
12
Properties=species:S:1:pos:R:3:nbo_charge:R:1
C 1.90571 -0.42400 -0.14859 -0.348
C 0.77888 0.11366 -0.59674 -0.221
C -0.22745 0.56169 0.39261 -0.273
C -1.62688 -0.21567 0.15982 0.649
F -2.74840 0.18799 0.76615 -0.303
F -1.84676 0.04281 -1.12198 -0.329
Cl -0.50299 2.26240 -0.05973 -0.028
Cl -1.32836 -1.92501 0.34816 -0.013
H 2.85550 -0.74957 -0.51086 0.217
H 2.16359 -0.39327 0.94170 0.178
H 0.49062 -0.02317 -1.59909 0.230
H 0.08653 0.56214 1.42855 0.242
```

HOMO-LUMO gap	11.1	eV
energy relative to the best compared isomer or geometry (same formula, charge and spin)	18.0	kcal per mole
total charge	0
molecular weight	160.98	g/mol

=====

no.,strongest force on any atom (eV/A)
1,1.40
2,6.30
3,3.79
4,3.07